(1)
{"formula": "C26H47NO6P", "method": "ωB97M-V/def2-TZVPD", "max_force_ev_per_a": 8.846, "energy_ha": -1865.71265, "lumo_energy_ev": 0.29, "total_charge": -1, "species": ["C", "C", "C", "C", "C", "C", "C", "C", "C", "C", "C", "C", "C", "C", "C", "C", "C", "O", "C", "C", "C", "C", "O", "C", "C", "N", "C", "O", "O", "C", "P", "O", "H", "H", "H", "H", "H", "H", "H", "H", "H", "H", "H", "H", "H", "H", "H", "H", "H", "H", "H", "H", "H", "H", "H", "H", "H", "H", "H", "H", "H", "H", "H", "H", "H", "H", "H", "H", "H", "H", "H", "H", "H", "H", "H", "H", "C", "O", "H", "H", "H"], "xyz": [[-0.445982, -3.365987, 2.435364], [0.648919, -2.725845, 1.374090], [0.483557, -1.078627, 1.236146], [1.577269, -0.418014, 2.262782], [1.218564, -0.650084, 3.870134], [1.786494, 1.226616, 2.041796], [0.516401, 2.300272, 2.220507], [-1.013311, 1.842896, 2.604685], [-2.104316, 1.986051, 1.386662], [-1.516852, 1.673039, -0.111665], [-2.590662, 0.707049, -0.955054], [-2.570804, 0.974381, -2.573369], [-1.527830, 0.003104, -3.411494], [-1.837408, -1.602666, -3.237524], [-1.409055, -2.518246, -4.543189], [-0.511309, -3.848817, -4.092656], [-0.377872, -4.972863, -5.284089], [0.772977, -5.891198, -4.996018], [1.118856, -6.678446, -6.192408], [0.756963, 3.946191, 2.045212], [-0.478359, 5.051907, 2.266361], [-0.923634, 5.165576, 3.874563], [0.087540, 4.468493, 4.687510], [2.310645, 4.427189, 1.655272], [2.752872, 6.016602, 1.475694], [3.459694, 3.412806, 1.475863], [4.866627, 3.951518, 1.141095], [5.668597, 4.239734, 2.179802], [5.233606, 4.113515, -0.285375], [3.263908, 1.895815, 1.633212], [4.760486, 0.743815, 1.351804], [4.352772, -0.229851, 0.132481], [-1.494360, -3.537584, 1.944623], [-0.590806, -2.740092, 3.413099], [-0.049969, -4.431470, 2.770897], [1.716657, -3.034469, 1.788715], [0.421613, -3.220673, 0.317466], [-0.636800, -0.846207, 1.480390], [0.726012, -0.744647, 0.115910], [2.594807, -1.018696, 2.091725], [0.074976, -0.775596, 4.082953], [1.831676, -1.608891, 4.230760], [1.699681, 0.274172, 4.442602], [-1.061796, 0.702561, 2.954798], [-1.467118, 2.451837, 3.525837], [-2.685810, 3.009063, 1.363483], [-2.937350, 1.156386, 1.594275], [-0.468515, 1.153958, -0.139236], [-1.434033, 2.678750, -0.741492], [-3.698677, 0.804232, -0.540121], [-2.259237, -0.402950, -0.752652], [-2.256953, 2.087740, -2.844488], [-3.661274, 0.844593, -3.040785], [-1.619517, 0.263263, -4.572501], [-0.393022, 0.203607, -3.114958], [-3.016703, -1.726768, -3.126695], [-1.305422, -2.081147, -2.308227], [-0.763265, -1.931005, -5.326660], [-2.361280, -2.938188, -5.107839], [0.572165, -3.497939, -3.820403], [-0.978319, -4.398275, -3.158794], [-0.197798, -4.498259, -6.340180], [-1.323868, -5.689389, -5.349944], [0.450656, -7.641566, -6.345269], [1.080279, -6.082430, -7.202076], [2.235430, -7.060526, -6.071806], [-1.408865, 4.762523, 1.577235], [-0.178915, 6.139960, 1.952906], [-1.974345, 4.601679, 3.926788], [-1.080055, 6.270637, 4.226140], [-0.304899, 3.600843, 5.008471], [3.486581, 6.262993, 2.362679], [1.850276, 6.760759, 1.455276], [3.352224, 6.201191, 0.460303], [4.935975, -0.149998, 2.495396], [5.972829, 1.399809, 0.934971], [-3.921283, -3.124179, 0.324353], [-3.121527, -2.303412, -0.339996], [-5.007594, -3.002133, 0.175411], [-3.808944, -4.204748, 0.132517], [-3.862876, -3.105244, 1.425950]], "atomic_forces_ev_per_a": [[0.1, -0.7, -0.1], [-0.9, -0.2, 0.3], [0.6, -0.9, -0.3], [0.0, 0.4, 0.3], [1.3, 0.1, -0.1], [0.7, 3.7, -0.8], [2.4, 2.0, -0.4], [-0.3, -0.5, 0.4], [-0.5, -1.0, -0.6], [-1.0, 0.3, -1.2], [0.5, -0.3, 0.0], [0.2, 0.1, -0.6], [0.2, -0.3, -0.4], [-0.7, -0.3, -0.5], [0.3, -1.0, -0.1], [0.0, -0.4, -0.3], [-0.3, -0.4, 0.1], [-0.8, 0.3, -2.4], [0.8, -0.8, -0.3], [3.2, -2.6, -0.6], [0.3, 0.1, -0.1], [-0.9, -1.5, -1.0], [-2.1, -0.2, 0.0], [-1.0, -2.1, 0.2], [0.5, -0.6, -0.2], [-4.4, -1.2, 1.0], [6.4, 2.6, -2.6], [-4.9, -1.9, -5.0], [-3.0, -1.3, 8.2], [-3.6, 2.2, 1.3], [-2.2, -3.9, -5.0], [1.2, 3.0, 3.9], [2.0, 0.6, 0.8], [0.4, -1.1, -1.9], [-0.8, 2.1, -0.7], [-2.0, 0.8, -1.2], [0.7, 1.1, 2.3], [2.2, -0.2, -0.5], [-0.5, -0.7, 2.6], [-2.1, 1.8, 0.0], [2.3, 0.3, -0.4], [-1.7, 2.0, -0.7], [-1.3, -2.0, -1.0], [0.5, 2.6, -0.9], [1.4, -1.1, -1.9], [1.4, -1.9, 0.2], [1.8, 1.8, -0.3], [-2.0, 1.1, 0.3], [0.0, -1.9, 1.5], [2.4, 0.0, -0.8], [-1.1, 1.9, -0.3], [-0.6, -2.1, 0.8], [2.3, 0.1, 1.1], [0.2, -0.4, 2.4], [-2.4, -0.2, -0.5], [2.7, 0.2, 0.2], [-1.4, 1.2, -1.6], [-1.2, -1.0, 1.5], [1.8, 1.0, 1.1], [-2.0, -0.7, -0.5], [0.9, 1.3, -1.8], [-0.4, -0.6, 1.9], [1.6, 1.8, 0.1], [1.0, 1.9, 0.5], [0.0, -0.8, 2.0], [-2.4, 0.9, -0.1], [2.2, 0.4, 1.6], [-0.1, -2.3, 0.3], [2.2, 1.3, 0.2], [0.6, -2.1, -0.7], [0.7, 1.7, -0.7], [-1.5, -0.5, -1.7], [1.6, -1.8, 0.3], [-1.3, -0.8, 2.2], [0.0, 1.5, -0.3], [-0.8, 0.3, 1.1], [-0.5, -0.6, 0.4], [0.8, 0.7, -0.4], [-0.6, 0.4, -0.3], [0.3, -0.7, -0.3], [0.3, 0.2, 0.8]]}

(2)
{"formula": "C26H47NO6P", "method": "ωB97M-V/def2-TZVPD", "max_force_ev_per_a": 1.615, "energy_ha": -1866.15787, "lumo_energy_ev": -4.02, "total_charge": 1, "species": ["C", "C", "P", "C", "C", "C", "C", "N", "C", "C", "C", "C", "O", "O", "H", "H", "H", "H", "H", "H", "H", "H", "H", "H", "H", "H", "H", "H", "H", "C", "C", "C", "O", "C", "H", "H", "H", "H", "H", "H", "H", "H", "C", "C", "C", "O", "C", "H", "H", "H", "H", "H", "H", "H", "H", "C", "C", "C", "O", "C", "H", "H", "H", "H", "H", "H", "H", "H", "C", "C", "C", "O", "C", "H", "H", "H", "H", "H", "H", "H", "H"], "xyz": [[1.799514, -2.270439, -1.586245], [2.151646, -1.713728, -2.984081], [1.464314, -0.083441, -3.498615], [2.775770, 1.083141, -2.927614], [2.944761, 1.120465, -1.371398], [0.036486, 0.311016, -2.454915], [-0.062320, 1.601807, -1.931097], [-1.102069, 1.998227, -1.187901], [-2.112360, 1.169685, -0.893954], [-2.102542, -0.118706, -1.385398], [-1.037112, -0.552627, -2.170310], [-1.074826, -1.936339, -2.732940], [-0.881500, -2.126297, -3.884286], [-1.395311, -2.923839, -1.903111], [2.680662, -2.564339, -1.027327], [1.225827, -1.577708, -0.974383], [1.197559, -3.165181, -1.704666], [1.953560, -2.450491, -3.750399], [3.226913, -1.553328, -3.005538], [3.694955, 0.713953, -3.362678], [2.523279, 2.052183, -3.344696], [2.222081, 0.443329, -0.929506], [2.674592, 2.111688, -1.015292], [3.938936, 0.870609, -1.040835], [0.710447, 2.323271, -2.125358], [-1.131775, 2.946767, -0.837316], [-2.904237, 1.550589, -0.275221], [-2.907058, -0.799355, -1.164139], [-1.263406, -2.657068, -0.979707], [-4.494287, 4.666642, -3.592072], [-3.136111, 5.343598, -3.757747], [-2.543583, 5.195766, -2.365171], [-3.079229, 3.973594, -1.824991], [-4.160098, 3.516606, -2.656341], [-4.932996, 4.329968, -4.528689], [-5.196724, 5.350158, -3.112062], [-2.532417, 4.798745, -4.486937], [-3.199631, 6.381169, -4.077387], [-2.841850, 6.020574, -1.712870], [-1.452364, 5.138895, -2.373633], [-3.820593, 2.635940, -3.214353], [-4.998727, 3.225387, -2.023895], [5.814384, -0.014053, 3.080933], [5.549813, 1.489709, 3.140166], [5.262097, 1.817377, 1.680279], [4.667692, 0.642408, 1.118033], [4.817664, -0.458945, 2.021663], [5.673329, -0.522559, 4.032718], [6.835229, -0.202084, 2.742003], [4.665151, 1.687156, 3.750035], [6.377982, 2.067297, 3.546328], [6.182993, 2.039163, 1.131122], [4.578014, 2.659584, 1.562354], [3.835532, -0.675243, 2.450376], [5.148687, -1.336975, 1.467184], [0.034797, -3.814361, 3.038081], [-0.037487, -2.397902, 3.599636], [1.435962, -2.020364, 3.676879], [2.087817, -2.719228, 2.611768], [1.201461, -3.700309, 2.067306], [-0.885016, -4.143182, 2.555929], [0.274783, -4.521686, 3.834216], [-0.559337, -1.744755, 2.894684], [-0.540406, -2.331178, 4.563266], [1.880215, -2.338726, 4.625171], [1.605482, -0.948625, 3.558691], [0.863362, -3.354727, 1.081734], [1.741751, -4.637948, 1.937491], [-4.633446, -2.713507, 2.100696], [-4.612979, -1.203429, 2.327748], [-3.134969, -0.881480, 2.156639], [-2.622368, -1.831523, 1.211351], [-3.589640, -2.877454, 1.008397], [-5.608086, -3.100734, 1.811977], [-4.315017, -3.232267, 3.006803], [-5.201998, -0.701392, 1.556451], [-4.998289, -0.901134, 3.299090], [-2.588964, -0.999449, 3.097256], [-2.959577, 0.128902, 1.781312], [-4.023646, -2.745859, 0.010562], [-3.081147, -3.841405, 1.038745]], "atomic_forces_ev_per_a": [[-0.2, -0.3, -0.4], [0.1, 0.0, 1.0], [0.3, 0.0, -1.6], [-0.6, -0.4, 1.4], [-0.7, 0.4, -1.0], [0.0, 0.2, 0.6], [0.1, -0.3, -0.2], [0.2, -0.6, -0.2], [-0.3, -0.3, 0.0], [0.3, 0.2, -0.1], [0.2, 0.5, 0.4], [0.0, 0.1, 0.3], [0.2, -0.1, -1.1], [-0.1, -0.3, 0.6], [0.2, 0.1, 0.1], [0.1, 0.1, 0.2], [-0.1, -0.2, 0.1], [-0.3, 0.0, -0.2], [0.1, 0.2, -0.2], [0.1, 0.1, -0.5], [0.3, 0.2, -0.2], [0.2, -0.2, 0.4], [0.3, 0.1, 0.3], [0.2, 0.0, 0.1], [0.0, 0.2, 0.1], [-0.2, 0.1, -0.1], [-0.1, 0.2, 0.0], [-0.1, 0.1, 0.2], [-0.2, 0.0, 0.1], [0.0, 0.1, 0.1], [0.1, -0.1, -0.1], [-0.1, 0.1, 0.1], [0.1, 0.0, 0.0], [0.0, -0.1, -0.1], [0.0, 0.0, 0.0], [0.0, 0.0, 0.0], [0.0, 0.0, 0.0], [0.0, 0.0, 0.0], [0.0, 0.0, 0.0], [0.0, 0.0, 0.0], [0.0, 0.0, 0.0], [0.0, 0.0, 0.1], [0.1, 0.1, -0.1], [-0.1, 0.0, 0.1], [0.1, -0.1, 0.0], [0.1, 0.1, 0.0], [-0.2, 0.0, 0.1], [0.0, 0.0, 0.0], [0.0, 0.0, 0.0], [0.0, 0.0, 0.0], [0.0, 0.0, 0.0], [0.0, 0.0, 0.0], [0.0, 0.0, 0.0], [0.1, -0.1, 0.1], [0.0, 0.0, -0.1], [0.0, 0.0, 0.1], [0.0, 0.1, -0.1], [0.0, -0.1, 0.1], [-0.1, 0.0, 0.0], [0.0, 0.1, 0.0], [0.0, 0.0, 0.0], [0.0, 0.0, 0.0], [0.1, -0.1, 0.0], [0.0, 0.0, 0.0], [0.0, 0.0, 0.0], [0.0, 0.0, 0.0], [0.0, 0.0, 0.0], [0.0, 0.0, 0.0], [0.1, 0.0, 0.1], [0.0, 0.0, -0.1], [0.0, -0.1, 0.1], [0.0, 0.0, -0.1], [0.0, 0.0, -0.1], [0.0, 0.0, 0.0], [0.0, 0.0, 0.0], [0.0, 0.0, 0.0], [0.0, 0.0, 0.0], [-0.1, 0.1, 0.0], [0.1, 0.0, 0.0], [-0.1, -0.1, 0.0], [0.0, 0.0, 0.0]]}